<P>
Molecular formula: C6H11N
Method: DFT, ωB97M-V with the def2-TZVPD basis set

Summary:
HOMO-LUMO gap (spin up / spin down), Eh: 0.301 / 0.301
E_HOMO (spin up / spin down), hartree: -0.269 / -0.269
Net charge: 0

Bonds (Å) are listed after each position.
Element x y z (Å)
1 C 2.00737 0.13219 0.04683  C2 1.483, H8 1.092, H10 1.092
2 C 0.82392 -0.69538 -0.29036  C1 1.483, C3 1.577, H11 1.097, H12 1.099
3 C -0.54410 -0.02347 0.11288  C2 1.577, C4 1.528, C5 1.537, C6 1.511
4 C -1.63883 -1.07047 0.31479  C3 1.528, H13 1.095, H14 1.094, H15 1.096
5 C -0.98121 1.01054 -0.93731  C3 1.537, H16 1.094, H17 1.096, H18 1.096
6 C -0.24708 0.75318 1.37461  C3 1.511, N7 1.218
7 N 0.90019 1.07585 1.62495  C6 1.218, H9 1.015
8 H 2.88206 -0.40923 0.41225  C1 1.092
9 H 1.91323 1.06938 1.68727  N7 1.015
10 H 2.27319 0.92261 -0.65761  C1 1.092
11 H 0.88366 -1.66980 0.20907  C2 1.097
12 H 0.75154 -0.88155 -1.37082  C2 1.099
13 H -1.37949 -1.76049 1.12518  C4 1.095
14 H -2.59362 -0.59653 0.56235  C4 1.094
15 H -1.77212 -1.65497 -0.60310  C4 1.096
16 H -1.87071 1.55381 -0.60359  C5 1.094
17 H -0.18658 1.74019 -1.12816  C5 1.096
18 H -1.22140 0.50413 -1.87921  C5 1.096



<Q>
Molecular formula: C6H11N
Method: DFT, ωB97M-V with the def2-TZVPD basis set

Summary:
HOMO-LUMO gap, Eh: 0.325
E_HOMO, hartree: -0.284
Net charge: 0

Bonds (Å) are listed after each position.
Element x y z (Å)
1 C 1.99194 1.50221 -1.99287  C2 1.335, H8 1.084, H9 1.084
2 C 1.52882 0.98790 -0.85107  C1 1.335, N3 1.366, H10 1.088
3 N 0.31663 0.38030 -0.68296  C2 1.366, C4 1.452, H11 1.015
4 C -0.16138 -0.27365 0.52227  N3 1.452, C5 1.526, C6 1.506, H12 1.097
5 C -0.61879 0.75958 1.54720  C4 1.526, H13 1.096, H14 1.096, H15 1.096
6 C -1.30672 -1.16931 0.12984  C4 1.506, C7 1.341, H16 1.088
7 C -1.42216 -2.45288 0.49951  C6 1.341, H17 1.086, H18 1.086
8 H 2.97196 1.96444 -2.03370  C1 1.084
9 H 1.41152 1.46936 -2.90761  C1 1.084
10 H 2.13808 1.03241 0.04983  C2 1.088
11 H -0.26357 0.30628 -1.51270  N3 1.015
12 H 0.64705 -0.87609 0.95561  C4 1.097
13 H -1.15336 0.28478 2.37792  C5 1.096
14 H -1.28010 1.51125 1.10146  C5 1.096
15 H 0.24279 1.28858 1.96944  C5 1.096
16 H -2.09008 -0.73341 -0.48594  C6 1.088
17 H -2.27446 -3.04778 0.18644  C7 1.086
18 H -0.67818 -2.93396 1.12733  C7 1.086



<R>
Molecular formula: C6H11N
Method: DFT, ωB97M-V with the def2-TZVPD basis set

Summary:
HOMO-LUMO gap, Eh: 0.348
E_HOMO, hartree: -0.305
Net charge: 0

Bonds (Å) are listed after each position.
Element x y z (Å)
1 C 2.92162 1.81979 0.95349  C2 1.335, H8 1.091, H9 1.077
2 C 1.96200 1.00814 0.50291  C1 1.335, N3 1.392, H10 1.096
3 N 0.69924 1.35105 0.02884  C2 1.392, C4 1.465, H11 1.011
4 C -0.46952 0.70385 0.63050  N3 1.465, C5 1.518, H12 1.101, H13 1.088
5 C -1.27613 -0.02949 -0.42624  C4 1.518, C6 1.341, H14 1.090
6 C -1.62102 -1.31044 -0.22667  C5 1.341, C7 1.508, H15 1.095
7 C -1.73481 -2.41842 -1.24340  C6 1.508, H16 1.103, H17 1.081, H18 1.093
8 H 2.69801 2.88439 0.86652  C1 1.091
9 H 3.89774 1.54157 1.31426  C1 1.077
10 H 2.16747 -0.04339 0.27178  C2 1.096
11 H 0.59038 2.35162 -0.06620  N3 1.011
12 H -1.05894 1.47344 1.15212  C4 1.101
13 H -0.19606 -0.02334 1.39210  C4 1.088
14 H -1.66536 0.45182 -1.32296  C5 1.090
15 H -1.66296 -1.71653 0.78908  C6 1.095
16 H -2.36432 -2.19362 -2.12016  C7 1.103
17 H -2.14695 -3.32000 -0.81319  C7 1.081
18 H -0.74038 -2.53043 -1.68278  C7 1.093



<S>
Molecular formula: C6H11N
Method: DFT, ωB97M-V with the def2-TZVPD basis set

Summary:
HOMO-LUMO gap, Eh: 0.279
E_HOMO, hartree: -0.251
Net charge: 0

Bonds (Å) are listed after each position.
Element x y z (Å)
1 C -1.65565 -1.92186 1.12568  C2 1.328, H8 1.080, H9 1.087
2 C -1.11957 -0.71537 0.98482  C1 1.328, C3 1.472, H10 1.087
3 C -0.54320 -0.12781 -0.23514  C2 1.472, N4 1.389, C5 1.372
4 N -0.83785 -0.80516 -1.41200  C3 1.389, H11 1.002, H12 1.004
5 C 0.54400 0.70405 -0.13910  C3 1.372, C6 1.509, C7 1.514
6 C 0.70507 1.82531 -1.13578  C5 1.509, H13 1.084, H14 1.095, H15 1.096
7 C 1.55932 0.54357 0.97216  C5 1.514, H16 1.087, H17 1.085, H18 1.092
8 H -1.78974 -2.50364 2.02523  C1 1.080
9 H -1.88046 -2.49681 0.23096  C1 1.087
10 H -0.93113 -0.11131 1.86870  C2 1.087
11 H -1.43099 -1.58642 -1.61600  N4 1.002
12 H -0.27920 -0.65838 -2.23309  N4 1.004
13 H 0.21605 1.63467 -2.08382  C6 1.084
14 H 1.76556 2.07548 -1.23972  C6 1.095
15 H 0.24864 2.73789 -0.73548  C6 1.096
16 H 1.46444 -0.46696 1.36240  C7 1.087
17 H 2.54660 0.56399 0.52238  C7 1.085
18 H 1.41809 1.30875 1.73780  C7 1.092



The calculated energies rank the structures as follows, beginning with the most stable: <Q>, <R>, <S>, <P>.



<P>
Molecular formula: C6H11N
Method: DFT, ωB97M-V with the def2-TZVPD basis set

Summary:
HOMO-LUMO gap (spin up / spin down), Eh: 0.286 / 0.290
E_HOMO (spin up / spin down), hartree: -0.247 / -0.254
Net charge: 0

Bonds (Å) are listed after each position.
Element x y z (Å)
1 C -1.99164 0.45673 -0.58127  C2 1.506, H9 1.094, H10 1.096
2 C -1.38347 -0.83204 -0.09482  C1 1.506, C3 1.540, H11 1.100, H12 1.100
3 C 0.13601 -0.88141 -0.33967  C2 1.540, C4 1.528, H13 1.097, H14 1.099
4 C 0.94319 -0.01088 0.62159  C3 1.528, C5 1.528, C6 1.512, H15 1.101
5 C 2.42082 0.06780 0.23973  C4 1.528, H16 1.095, H17 1.096, H18 1.094
6 C 0.39154 1.38834 0.77768  C4 1.512, N7 1.214
7 N -0.66719 1.83367 0.38559  C6 1.214, H8 1.017
8 H -1.59876 2.06753 0.05278  N7 1.017
9 H -1.90322 0.60939 -1.66112  C1 1.094
10 H -3.01818 0.62446 -0.23677  C1 1.096
11 H -1.57450 -0.95209 0.98228  C2 1.100
12 H -1.84731 -1.70269 -0.58219  C2 1.100
13 H 0.49674 -1.91215 -0.23411  C3 1.097
14 H 0.34902 -0.57880 -1.37485  C3 1.099
15 H 0.87285 -0.44268 1.63179  C4 1.101
16 H 2.85980 -0.93485 0.19663  C5 1.095
17 H 2.53611 0.53042 -0.74690  C5 1.096
18 H 2.97818 0.66925 0.96364  C5 1.094



<Q>
Molecular formula: C6H11N
Method: DFT, ωB97M-V with the def2-TZVPD basis set

Summary:
HOMO-LUMO gap, Eh: 0.331
E_HOMO, hartree: -0.290
Net charge: 0

Bonds (Å) are listed after each position.
Element x y z (Å)
1 C 1.27352 1.58906 3.02759  C2 1.322, H8 1.084, H9 1.110
2 C 1.19109 0.49766 2.28614  C1 1.322, N3 1.401, H10 1.198
3 N 0.41551 0.58262 1.12276  C2 1.401, C4 1.428, H11 1.001
4 C 0.15651 -0.54200 0.28102  N3 1.428, C5 1.530, H12 1.117, H13 1.068
5 C -0.40005 -0.15788 -1.09102  C4 1.530, C6 1.376, H14 1.135
6 C -0.60346 -1.02601 -2.13939  C5 1.376, C7 1.555, H15 1.072
7 C -1.65073 -0.88208 -3.27954  C6 1.555, H16 1.176, H17 1.066, H18 1.118
8 H 0.78822 2.51430 2.73926  C1 1.084
9 H 1.79886 1.69072 3.99978  C1 1.110
10 H 1.94595 -0.41775 2.45429  C2 1.198
11 H -0.41390 1.10874 1.31755  N3 1.001
12 H -0.72623 -0.98439 0.80306  C4 1.117
13 H 0.87983 -1.32512 0.20866  C4 1.068
14 H -0.95319 0.83231 -1.05949  C5 1.135
15 H -0.04729 -1.93856 -2.05797  C6 1.072
16 H -2.00885 0.17677 -3.64470  C7 1.176
17 H -2.59113 -1.20587 -2.89668  C7 1.066
18 H -1.38218 -1.40199 -4.23180  C7 1.118



The calculated energies rank the structures as follows, beginning with the most stable: <Q>, <P>.



<P>
Molecular formula: C6H11N
Method: DFT, ωB97M-V with the def2-TZVPD basis set

Summary:
HOMO-LUMO gap, Eh: 0.319
E_HOMO, hartree: -0.281
Net charge: 0

Bonds (Å) are listed after each position.
Element x y z (Å)
1 C 2.26765 -1.92831 -0.14638  C2 1.332, H8 1.081, H9 1.091
2 C 1.57367 -1.05912 0.58607  C1 1.332, C3 1.478, H10 1.094
3 C 0.12146 -0.97059 0.84632  C2 1.478, C4 1.527, H11 1.114, H12 1.108
4 C -0.63237 0.16973 0.16576  C3 1.527, C5 1.511, C6 1.328
5 C -1.94242 0.53331 0.82597  C4 1.511, H13 1.096, H14 1.100, H15 1.096
6 C -0.26562 0.81341 -0.93673  C4 1.328, N7 1.449, H16 1.097
7 N -0.74454 2.14288 -1.25702  C6 1.449, H17 0.999, H18 0.999
8 H 3.21239 -1.71210 -0.62567  C1 1.081
9 H 1.93728 -2.95225 -0.32491  C1 1.091
10 H 2.10098 -0.13031 0.82256  C2 1.094
11 H -0.04285 -0.83151 1.93967  C3 1.114
12 H -0.37105 -1.93191 0.59762  C3 1.108
13 H -2.21816 -0.23059 1.56132  C5 1.096
14 H -2.80440 0.46662 0.14507  C5 1.100
15 H -1.96755 1.53243 1.27473  C5 1.096
16 H 0.34701 0.43697 -1.76486  C6 1.097
17 H -0.20702 2.36283 -2.06929  N7 0.999
18 H -1.58163 2.24904 -0.72160  N7 0.999



<Q>
Molecular formula: C6H11N
Method: DFT, ωB97M-V with the def2-TZVPD basis set

Summary:
HOMO-LUMO gap, Eh: 0.385
E_HOMO, hartree: -0.344
Net charge: 0

Bonds (Å) are listed after each position.
Element x y z (Å)
1 H -1.29688 2.01192 0.69634  N2 1.025
2 N -0.30107 1.79037 0.59421  H1 1.025, C3 1.268
3 C -0.15333 0.62041 1.06031  N2 1.268, C4 1.497, H9 1.096
4 C 0.89938 -0.33762 0.59798  C3 1.497, C5 1.524, C6 1.581, H10 1.098
5 C 2.24542 0.26565 0.21427  C4 1.524, H11 1.096, H12 1.093, H13 1.096
6 C 0.13501 -0.94878 -0.64423  C4 1.581, C7 1.519, H14 1.095, H15 1.096
7 C -1.38009 -0.89183 -0.54836  C6 1.519, C8 1.333, H16 1.090
8 C -2.12523 0.09839 -1.03858  C7 1.333, H17 1.089, H18 1.087
9 H -0.97792 0.07874 1.53742  C3 1.096
10 H 1.05010 -1.11749 1.35549  C4 1.098
11 H 2.88631 -0.48422 -0.26404  C5 1.096
12 H 2.10509 1.10189 -0.47608  C5 1.093
13 H 2.77148 0.64421 1.09805  C5 1.096
14 H 0.45432 -1.98440 -0.80019  C6 1.095
15 H 0.43659 -0.35484 -1.51437  C6 1.096
16 H -1.86764 -1.66970 0.03984  C7 1.090
17 H -1.67913 0.91668 -1.60273  C8 1.089
18 H -3.19873 0.14962 -0.87306  C8 1.087



<R>
Molecular formula: C6H11N
Method: DFT, ωB97M-V with the def2-TZVPD basis set

Summary:
HOMO-LUMO gap, Eh: 0.323
E_HOMO, hartree: -0.284
Net charge: 0

Bonds (Å) are listed after each position.
Element x y z (Å)
1 C -2.84348 1.43042 0.01520  C2 1.323, H8 1.082, H9 1.081
2 C -1.87299 0.77772 0.63273  C1 1.323, C3 1.497, H10 1.089
3 C -0.85570 -0.17269 0.08131  C2 1.497, N4 1.368, C5 1.334
4 N -1.24645 -1.47441 -0.07370  C3 1.368, H11 1.004, H12 1.001
5 C 0.36248 0.31107 -0.16619  C3 1.334, C6 1.497, H13 1.085
6 C 1.54407 -0.52168 -0.55411  C5 1.497, C7 1.541, H14 1.094, H15 1.096
7 C 2.86360 -0.11930 0.13158  C6 1.541, H16 1.081, H17 1.090, H18 1.088
8 H -3.41818 2.17974 0.54408  C1 1.082
9 H -3.20574 1.11676 -0.95342  C1 1.081
10 H -1.61932 1.01535 1.66452  C2 1.089
11 H -0.60123 -2.14273 -0.45527  N4 1.004
12 H -2.21054 -1.74204 -0.10579  N4 1.001
13 H 0.57040 1.30969 0.20304  C5 1.085
14 H 1.34887 -1.57614 -0.33582  C6 1.094
15 H 1.72011 -0.47116 -1.63500  C6 1.096
16 H 3.74034 -0.30741 -0.47215  C7 1.081
17 H 2.83534 0.94800 0.35318  C7 1.090
18 H 2.88843 -0.56118 1.12581  C7 1.088



<S>
Molecular formula: C6H11N
Method: DFT, ωB97M-V with the def2-TZVPD basis set

Summary:
HOMO-LUMO gap, Eh: 0.316
E_HOMO, hartree: -0.280
Net charge: 0

Bonds (Å) are listed after each position.
Element x y z (Å)
1 C -0.28273 -0.07542 -2.52707  C2 1.362, H8 1.108, H9 1.087
2 C -0.24620 -0.79002 -1.36836  C1 1.362, C3 1.474, H10 1.083
3 C 0.06011 -0.04451 -0.13370  C2 1.474, C4 1.368, C6 1.609
4 C -0.64763 1.02815 0.33612  C3 1.368, N5 1.365, H11 1.087
5 N -1.08623 2.00170 -0.51348  C4 1.365, H12 1.029, H13 1.012
6 C 0.27505 -1.06288 1.09357  C3 1.609, C7 1.548, H14 1.142, H15 1.090
7 C 1.43545 -0.48978 1.94202  C6 1.548, H16 1.093, H17 1.133, H18 1.082
8 H 0.54193 0.66227 -2.57730  C1 1.108
9 H -0.98601 0.12152 -3.33267  C1 1.087
10 H -0.44671 -1.84555 -1.23291  C2 1.083
11 H -0.92586 0.98841 1.38627  C4 1.087
12 H -1.04566 1.66068 -1.48350  N5 1.029
13 H -1.95665 2.43840 -0.23797  N5 1.012
14 H 0.80519 -1.97486 0.65669  C6 1.142
15 H -0.66490 -1.41423 1.52014  C6 1.090
16 H 1.11153 0.45955 2.37537  C7 1.093
17 H 1.73068 -1.21010 2.76510  C7 1.133
18 H 2.32865 -0.45333 1.33169  C7 1.082



The calculated energies rank the structures as follows, beginning with the most stable: <R>, <Q>, <P>, <S>.